*w*
# C17H20Cl5N8O7S4Ta

C17H20Cl5N8O7S4Ta as an isolated structure (ωB97M-V/def2-TZVPD, OMol25).

Atoms and positions in Å:
Ta1 0.1643 1.0040 0.4193
Cl1 0.7986 -1.0961 7.6785
C1 0.6709 -0.8043 5.9917
C2 0.8280 0.4897 5.4959
Cl2 1.1346 1.7952 6.5668
C3 0.7307 0.7210 4.1285
Cl3 0.8911 2.3090 3.4892
C4 0.4831 -0.3293 3.2386
O1 0.3822 -0.0766 1.9402
C5 0.3147 -1.6192 3.7404
Cl4 0.0004 -2.9126 2.6657
C6 0.4124 -1.8518 5.1114
Cl5 0.2084 -3.4437 5.7210
N1 -2.1690 1.3840 2.3036
N2 -3.3836 1.1046 1.6356
C7 -3.4014 0.1097 0.7111
N3 -4.4702 0.1260 -0.1067
S1 -2.2583 -1.1036 0.6517
H1 -2.2856 1.1526 3.2841
H2 -2.0197 2.3867 2.2256
H3 -3.8850 1.9475 1.3866
H4 -5.0194 0.9624 -0.2243
H5 -4.4540 -0.5301 -0.8676
N4 1.4438 5.5825 -0.3427
N5 2.5307 4.6370 -0.6276
H6 1.2446 5.4563 0.6442
H7 0.6151 5.2231 -0.8094
H8 3.3573 5.2244 -0.5997
H9 2.4246 4.3501 -1.5941
N6 -0.6275 -6.4276 -3.3821
C8 -0.0993 -5.2630 -2.8730
C9 -0.1680 -4.9910 -1.5022
C10 0.3415 -3.8144 -0.9964
C11 0.9187 -2.8840 -1.8514
C12 0.9994 -3.1433 -3.2150
C13 0.4863 -4.3180 -3.7238
S2 1.6221 -1.4255 -1.1853
O2 2.6779 -0.9851 -2.0482
O3 1.8582 -1.6486 0.2131
N7 0.3892 -0.2684 -1.2251
C14 0.4032 0.5395 -2.3768
S3 -0.0465 0.0099 -3.9421
C15 0.2146 1.6139 -4.5088
C16 0.5863 2.4173 -3.4849
N8 0.7194 1.7916 -2.2694
H10 -0.7895 -7.1846 -2.7415
H11 -0.3320 -6.7103 -4.2999
H12 -0.6207 -5.7139 -0.8347
H13 0.3032 -3.6051 0.0629
H14 1.4894 -2.4359 -3.8693
H15 0.5469 -4.5184 -4.7863
H16 0.0752 1.8789 -5.5428
H17 0.7756 3.4764 -3.5625
O4 -1.5533 1.6780 -0.7555
S4 -1.4853 3.1482 -0.3575
O5 -1.0790 4.0194 -1.4089
O6 -0.2759 2.9260 0.6714
O7 -2.6354 3.5512 0.4038
C17 2.2352 1.4624 0.3932
H18 2.7370 0.8457 1.1404
H19 2.3738 2.5290 0.5852
H20 2.6698 1.2512 -0.5842

Calculated values
Orbital gap in eV: 7.65
HOMO energy in Ha: -0.2959
Molar mass in g/mol: 934.877
LUMO in eV: -0.40

***

*x*
# C17H20Cl5N8O7S4Ta

C17H20Cl5N8O7S4Ta as an isolated structure (ωB97M-V/def2-TZVPD, OMol25).

Atoms and positions in Å:
Ta1 0.1877 -0.3316 0.1656
Cl1 0.8253 5.7179 -3.9817
C1 0.3809 4.4038 -2.9943
C2 1.3652 3.5245 -2.5351
Cl2 3.0015 3.7850 -2.9156
C3 0.9959 2.4510 -1.7376
Cl3 2.0903 1.2692 -1.1078
C4 -0.3413 2.2422 -1.3644
O1 -0.6465 1.2240 -0.5954
C5 -1.3118 3.1461 -1.8239
Cl4 -2.9202 2.8726 -1.3501
C6 -0.9570 4.2139 -2.6411
Cl5 -2.1489 5.2976 -3.1916
N1 1.8605 -1.9103 -1.8883
N2 1.0549 -2.6029 -2.8250
C7 -0.1278 -2.0589 -3.1633
N3 -0.9457 -2.8104 -3.9163
S1 -0.4617 -0.4498 -2.8301
H1 2.7769 -1.7625 -2.3073
H2 1.9642 -2.4871 -1.0448
H3 1.0125 -3.6218 -2.7110
H4 -0.9153 -3.8120 -3.7666
H5 -1.8470 -2.4142 -4.1337
N4 1.6571 -0.5265 4.8736
N5 0.3001 -0.4078 4.4031
H6 2.0797 -1.3898 4.5265
H7 2.1828 0.2404 4.4604
H8 -0.2777 -0.8754 5.0951
H9 0.1760 -0.9062 3.5213
N6 -0.7008 -7.7883 3.7949
C8 -0.7607 -6.9070 2.7528
C9 0.3238 -6.7477 1.8803
C10 0.2201 -5.9298 0.7753
C11 -0.9685 -5.2684 0.5201
C12 -2.0546 -5.4200 1.3641
C13 -1.9490 -6.2168 2.4836
S2 -1.1450 -4.3344 -0.9684
O2 -2.4944 -4.5152 -1.4645
O3 -0.1233 -4.7582 -1.9037
N7 -0.9680 -2.7235 -0.6899
C14 -2.0089 -2.0897 -0.2126
S3 -3.6232 -2.6896 -0.0178
C15 -4.0901 -1.1524 0.6670
C16 -3.0542 -0.2998 0.6562
N8 -1.8874 -0.8177 0.1547
H10 0.1925 -8.1445 4.0872
H11 -1.4281 -7.7539 4.4867
H12 1.2409 -7.2861 2.0721
H13 1.0463 -5.8088 0.0958
H14 -2.9907 -4.9475 1.1169
H15 -2.7933 -6.3286 3.1471
H16 -5.0907 -0.9871 1.0051
H17 -3.0344 0.7282 0.9726
O4 1.3716 -3.2999 0.4974
S4 1.3557 -2.1934 1.4138
O5 -0.0417 -1.7109 1.6302
O6 1.8913 -0.9860 0.6532
O7 2.0418 -2.3832 2.6471
C17 0.4913 1.2705 1.8202
H18 -0.3979 1.3685 2.4356
H19 0.7426 2.2561 1.4289
H20 1.3016 0.9380 2.4595

Calculated values
Orbital gap in eV: 7.30
HOMO energy in Ha: -0.3057
Molar mass in g/mol: 934.877
LUMO in eV: -1.01

***

*w* takes first place; second place is 0.0510 hartree up.

***

*w*
# C4H9O2P

An isolated molecule of C4H9O2P (ωB97M-V/def2-TZVPD, OMol25).

Atoms and positions in Å:
C1 0.3859 -1.7955 -1.1757
P1 -1.0698 -1.0108 -1.0115
C2 -3.0011 -1.1920 -0.5280
O1 -3.7644 -0.0656 -0.6726
O2 -0.7065 0.2449 -0.0028
C3 0.5249 1.0229 0.0071
C4 1.3379 1.0516 1.2646
H1 0.4535 -2.5351 -1.9366
H2 1.1924 -1.3154 -0.6245
H3 -3.5376 -1.9606 -1.1549
H4 -3.5238 0.5305 0.0643
H5 1.0463 0.7497 -0.8916
H6 0.1686 2.0602 -0.4400
H7 1.9004 0.2124 1.2640
H8 1.9498 1.9908 1.3344
H9 0.6700 1.1661 2.0166

Calculated values
Orbital gap (alpha / beta) in eV: 7.68 / 7.68
HOMO energy (alpha / beta) in Ha: -0.2779 / -0.2779
Molar mass in g/mol: 120.088
LUMO (alpha / beta) in eV: 0.11 / 0.11
SMILES: C=P(=CO)OCC

***

*x*
# C4H9O2P

A 2-piece molecular cluster, C4H9O2P overall (ωB97M-V/def2-TZVPD, OMol25).

Atoms and positions in Å:
C1 -1.0025 1.3024 0.4381
P1 -0.3499 -0.1892 -0.5424
C2 -1.8318 -0.4631 -1.7523
O1 -0.1417 -1.3665 0.2306
H1 -0.2515 1.9467 0.9671
H2 -1.8214 1.7869 -0.1306
H3 -1.6084 0.7838 1.1710
H4 0.6070 0.4065 -1.5110
H5 -2.6143 0.3219 -1.7056
H6 -1.5291 -0.6415 -2.6927
H7 -2.4682 -1.3288 -1.4775
C3 2.3455 -0.1631 1.0934
C4 2.9992 -0.9921 1.8306
O2 3.6362 -1.7283 2.5070
H8 2.3656 0.9493 1.2262
H9 1.6654 -0.6249 0.3482

Calculated values
Orbital gap in eV: 9.90
HOMO energy in Ha: -0.3343
Molar mass in g/mol: 120.088
LUMO in eV: 0.81
SMILES: C[PH](C)=O.C=C=O

***

*x* takes first place; second place is 0.1075 hartree up.

***

*w*
# C4H9O2P

A 2-piece molecular cluster, C4H9O2P overall (ωB97M-V/def2-TZVPD, OMol25).

Atoms and positions in Å:
C1 -0.0616 -1.4533 0.3771
C2 0.4378 0.8531 0.7214
C3 -0.8016 -0.0992 0.4805
C4 -1.4336 0.4049 -0.8579
O1 3.1557 0.4527 -0.0176
O2 1.2247 -1.2678 -0.1660
P1 1.7746 0.2709 -0.2522
H1 -0.0778 -1.9167 1.3046
H2 -0.6367 -2.1087 -0.3928
H3 0.4051 1.9747 0.5889
H4 0.7828 0.7052 2.1544
H5 -1.4571 -0.1935 1.2787
H6 -2.4963 0.1579 -1.1603
H7 -0.7268 0.2187 -1.6185
H8 -1.5592 1.4812 -0.8724
H9 1.4699 0.5199 -1.5679

Calculated values
Orbital gap in eV: 11.18
HOMO energy in Ha: -0.3875
Molar mass in g/mol: 120.088
LUMO in eV: 0.63

***

*x*
# C4H9O2P

C4H9O2P as an isolated structure (ωB97M-V/def2-TZVPD, OMol25).

Atoms and positions in Å:
C1 1.5381 -0.9531 -0.3765
C2 -1.7645 -0.6217 0.1971
C3 0.5097 0.0948 -0.8265
C4 -0.5414 0.4214 0.2222
O1 0.3235 3.0337 0.0678
O2 -0.0381 0.5360 1.5955
P1 -0.9055 2.3321 0.4223
H1 2.1411 -1.2084 -1.3186
H2 0.9593 -1.6973 -0.0377
H3 2.1116 -0.6603 0.4101
H4 -1.6002 -1.4146 1.0638
H5 -1.8727 -1.0937 -0.6957
H6 -2.6572 -0.1215 0.3876
H7 0.8888 1.1198 -1.2169
H8 -0.0253 -0.3103 -1.6761
H9 0.9328 0.5432 1.7817

Calculated values
Orbital gap in eV: 8.75
HOMO energy in Ha: -0.3213
Molar mass in g/mol: 120.088
LUMO in eV: 0.01

***

*w* takes first place; second place is 0.0225 hartree up.

***

*w*
# C4H9O2P

An isolated molecule of C4H9O2P (ωB97M-V/def2-TZVPD, OMol25).

Atoms and positions in Å:
C1 -0.9317 2.2220 -0.7675
P1 -0.4112 0.6402 -0.3700
C2 0.2466 -0.2225 -1.7822
O1 0.6492 0.7738 0.7614
C3 1.0335 -0.3935 1.4004
C4 -0.2368 -1.3165 1.3790
O2 -1.1521 -0.8384 0.4588
H1 -1.3375 2.8755 -0.0082
H2 -1.6939 2.1564 -1.6910
H3 1.4182 -0.2410 -1.8307
H4 0.0210 -1.2881 -1.6137
H5 -0.0427 0.2137 -2.7534
H6 1.2667 -0.2270 2.4297
H7 1.8589 -0.8227 0.9291
H8 -0.0071 -2.2394 1.0278
H9 -0.6811 -1.2925 2.4305

Calculated values
Orbital gap in eV: 9.12
HOMO energy in Ha: -0.3049
Molar mass in g/mol: 120.088
LUMO in eV: 0.83
SMILES: C=P1(C)OCCO1

***

*x*
# C4H9O2P

C4H9O2P as an isolated structure (ωB97M-V/def2-TZVPD, OMol25).

Atoms and positions in Å:
C1 1.5233 0.3242 -0.1872
C2 -1.1826 0.2169 0.8484
C3 0.5742 -0.8106 -0.5652
C4 -0.8094 -0.7953 -0.2020
O1 -0.9325 -3.5125 -0.7235
O2 -1.7451 -0.6637 -1.3460
P1 -1.7554 -2.5288 -0.0470
H1 1.0901 0.8864 0.6744
H2 1.5571 1.1058 -0.8712
H3 2.5784 0.1723 -0.1604
H4 -2.3173 0.2436 0.9347
H5 -0.9861 1.2710 0.5233
H6 -0.7246 0.0485 1.7339
H7 0.5363 -1.0222 -1.6247
H8 1.0004 -1.7589 -0.1475
H9 -1.9934 0.3118 -1.4937

Calculated values
Orbital gap in eV: 8.84
HOMO energy in Ha: -0.3229
Molar mass in g/mol: 120.088
LUMO in eV: 0.05

***

*x* takes first place; second place is 0.0044 hartree up.